Entry 1:
{
  "formula": "C35H45F6N6NaOP",
  "method": "the ωB97M-V functional and the def2-TZVPD basis",
  "species": ["Na", "C", "C", "N", "C", "C", "C", "C", "N", "C", "C", "F", "C", "F", "C", "C", "F", "C", "F", "H", "H", "H", "H", "H", "H", "H", "H", "H", "H", "H", "H", "H", "H", "H", "F", "C", "C", "C", "C", "C", "F", "C", "C", "C", "C", "C", "C", "N", "H", "H", "H", "H", "H", "H", "O", "P", "N", "C", "C", "C", "C", "N", "C", "C", "C", "C", "N", "C", "C", "C", "C", "H", "H", "H", "H", "H", "H", "H", "H", "H", "H", "H", "H", "H", "H", "H", "H", "H", "H", "H", "H", "H", "H", "H", "H"],
  "xyz": [[0.145, -0.630, -0.397], [3.456, -0.229, -1.842], [2.965, -1.655, -2.047], [2.136, -2.120, -0.941], [2.954, -2.458, 0.218], [2.171, -2.598, 1.516], [1.265, -3.247, -1.293], [0.399, -3.136, -2.557], [-1.751, -2.072, -1.850], [-2.805, -1.167, -2.048], [-2.875, 0.091, -1.444], [-1.942, 0.502, -0.565], [-3.897, 0.979, -1.710], [-3.894, 2.185, -1.097], [-4.913, 0.668, -2.584], [-4.882, -0.579, -3.167], [-5.873, -0.937, -4.009], [-3.869, -1.479, -2.901], [-3.956, -2.685, -3.460], [4.041, 0.095, -2.706], [4.085, -0.121, -0.956], [2.593, 0.431, -1.737], [3.816, -2.342, -2.212], [2.354, -1.657, -2.946], [3.692, -1.664, 0.347], [3.521, -3.388, 0.020], [1.583, -1.697, 1.701], [2.865, -2.737, 2.349], [1.485, -3.444, 1.507], [0.624, -3.436, -0.435], [1.887, -4.153, -1.433], [-0.185, -4.060, -2.592], [1.046, -3.168, -3.435], [-5.708, 1.368, -2.795], [-2.089, -5.283, 2.672], [-1.991, -4.479, 1.569], [-1.521, -3.188, 1.701], [-1.398, -2.332, 0.596], [-1.800, -2.863, -0.641], [-2.261, -4.173, -0.741], [-2.610, -4.697, -1.944], [-2.364, -5.016, 0.352], [-0.582, -1.967, -2.840], [-1.123, -2.171, -4.230], [-1.380, -1.126, -5.045], [-1.014, 0.201, -4.673], [-0.261, 0.304, -3.519], [0.066, -0.675, -2.681], [-1.223, -2.871, 2.702], [-2.722, -6.030, 0.253], [-1.381, -3.185, -4.516], [-1.843, -1.311, -6.011], [-1.188, 1.056, -5.311], [0.171, 1.277, -3.270], [1.170, 0.777, 0.866], [0.745, 1.933, 1.692], [0.110, 3.102, 0.728], [-0.526, 4.332, 1.201], [-0.557, 5.212, -0.047], [-0.733, 4.192, -1.171], [0.179, 3.046, -0.744], [-0.282, 1.477, 2.886], [-0.745, 2.316, 3.996], [-1.326, 1.307, 4.985], [-1.859, 0.206, 4.068], [-0.770, 0.084, 3.012], [1.963, 2.723, 2.530], [2.714, 1.890, 3.480], [3.873, 1.294, 2.664], [4.107, 2.314, 1.527], [3.001, 3.373, 1.719], [0.040, 4.779, 2.023], [-1.544, 4.136, 1.556], [0.398, 5.732, -0.157], [-1.350, 5.960, -0.008], [-0.471, 4.578, -2.156], [-1.766, 3.842, -1.205], [1.205, 3.207, -1.094], [-0.156, 2.086, -1.128], [-1.524, 3.012, 3.666], [0.073, 2.905, 4.415], [-2.083, 1.750, 5.632], [-0.528, 0.907, 5.617], [-2.794, 0.525, 3.599], [-2.042, -0.739, 4.579], [-1.129, -0.324, 2.065], [0.036, -0.570, 3.366], [2.068, 1.136, 3.928], [3.093, 2.534, 4.281], [3.566, 0.335, 2.246], [4.761, 1.132, 3.276], [4.001, 1.830, 0.557], [5.098, 2.767, 1.571], [2.584, 3.737, 0.781], [3.383, 4.234, 2.274]],
  "mulliken_charge": [1.378, -1.229, -0.749, 1.662, -1.046, -1.320, -0.947, -2.466, 2.105, 0.071, -0.187, 0.260, -0.186, -0.342, -0.797, 0.358, -0.362, -0.122, -0.372, 0.490, 0.335, 0.022, 0.374, 0.420, 0.375, 0.304, 0.070, 0.545, 0.469, -0.035, 0.445, 0.657, 0.696, 0.512, -0.408, 0.449, -0.769, 0.753, -1.371, 0.539, -0.352, -1.028, 1.839, -2.012, -0.387, -1.575, -0.100, 0.151, 0.335, 0.492, 0.425, 0.412, 0.399, 0.492, -0.426, -1.573, 0.714, -0.582, -0.811, -0.683, 0.893, 0.712, -0.609, -0.744, -0.790, 0.766, 0.027, -0.843, -0.049, -0.209, -0.737, 0.366, 0.229, 0.313, 0.401, 0.467, 0.121, 0.241, -1.031, 0.260, 0.415, 0.435, 0.284, 0.285, 0.414, -0.849, 0.005, 0.412, 0.356, -0.421, 0.557, -0.190, 0.500, 0.338, 0.360],
  "homo_energy_ev": -3.0,
  "total_charge": -1,
  "e_tot_ev": -78026.2863
}

Entry 2:
{
  "formula": "C2HNOS",
  "method": "the ωB97M-V functional and the def2-TZVPD basis",
  "species": ["C", "C", "N", "O", "S", "H"],
  "xyz": [[-1.071, 0.524, 1.535], [-0.646, 0.621, 0.193], [-1.408, 0.677, 2.642], [-0.998, 1.311, -2.440], [-1.841, 0.748, -1.448], [0.328, 1.095, -0.097]],
  "mulliken_spin": [-0.067, 0.737, 0.325, 0.370, 0.620, 0.015],
  "homo_energy_ev": [-9.0, -10.8],
  "e_tot_ev": -16458.7918,
  "de_lowest_kj_mol": 0.0,
  "multiplicity": 3
}

Entry 3:
{
  "formula": "C3H3N2O3S",
  "method": "the ωB97M-V functional and the def2-TZVPD basis",
  "species": ["C", "C", "C", "N", "N", "O", "O", "O", "S", "H", "H", "H"],
  "xyz": [[-0.657, 0.481, 0.777], [-2.109, 0.332, -0.760], [2.077, -0.139, -0.136], [-1.232, 1.131, -0.223], [-1.091, -0.896, 0.820], [0.279, 0.840, 1.475], [-2.880, 0.349, -1.653], [-2.051, -1.041, -0.007], [0.958, -1.531, -0.529], [1.880, 0.071, 0.947], [1.663, 0.818, -0.485], [3.163, -0.415, -0.226]],
  "mulliken_charge": [0.506, 0.677, -0.781, -0.526, -0.207, -0.675, -0.569, -0.137, -0.181, 0.276, 0.290, 0.327],
  "homo_energy_ev": [-4.7, -4.9],
  "total_charge": -1,
  "e_tot_ev": -23116.4943,
  "de_lowest_kj_mol": 231.5
}

Entry 4:
{
  "formula": "BH22O9",
  "method": "the ωB97M-V functional and the def2-TZVPD basis",
  "species": ["B", "H", "H", "H", "H", "O", "H", "H", "O", "H", "H", "O", "H", "H", "O", "H", "H", "O", "H", "H", "O", "H", "H", "O", "H", "H", "O", "H", "H", "O", "H", "H"],
  "xyz": [[0.019, 0.149, -0.098], [1.203, 0.027, -0.444], [-0.203, -0.264, 1.040], [-0.309, 1.323, -0.250], [-0.616, -0.630, -0.693], [2.514, 2.228, 1.316], [3.306, 1.628, 1.389], [1.837, 1.756, 0.817], [-1.507, -2.627, -3.298], [-1.379, -1.696, -3.113], [-0.581, -3.082, -2.982], [-1.087, -3.374, 1.927], [-1.099, -2.440, 1.800], [-0.809, -3.859, 1.224], [-2.756, 0.054, 1.964], [-2.007, -0.129, 1.378], [-2.626, -0.026, 2.902], [-2.134, 3.119, 1.971], [-2.130, 3.314, 2.935], [-1.924, 2.267, 1.648], [0.450, 1.359, -3.481], [0.620, 2.076, -4.105], [-0.022, 1.810, -2.757], [2.263, -2.511, 0.569], [2.841, -2.002, 1.103], [1.661, -1.898, 0.164], [4.082, -0.250, 1.014], [3.899, 0.182, 0.129], [4.931, -0.495, 1.019], [-3.173, 1.194, -1.838], [-2.561, 0.629, -1.331], [-2.704, 2.168, -1.920]],
  "mulliken_charge": [0.468, -0.342, -0.163, -0.333, -0.280, -0.714, 0.365, 0.284, -0.677, 0.320, 0.333, -0.637, 0.383, 0.275, -0.696, 0.240, 0.304, -0.649, 0.282, 0.401, -0.607, 0.274, 0.292, -0.681, 0.335, 0.292, -0.655, 0.356, 0.240, -0.678, 0.361, 0.304],
  "homo_energy_ev": -6.4,
  "total_charge": -1,
  "e_tot_ev": -19460.6244,
  "de_lowest_kj_mol": 202.9
}

Entry 5:
{
  "formula": "C8H13F7GaNP",
  "method": "the ωB97M-V functional and the def2-TZVPD basis",
  "species": ["C", "C", "C", "N", "Ga", "P", "C", "C", "C", "F", "F", "C", "F", "F", "C", "F", "F", "F", "H", "H", "H", "H", "H", "H", "H", "H", "H", "H", "H", "H", "H"],
  "xyz": [[3.132, -2.124, 0.038], [2.677, -0.686, -0.178], [2.676, -0.215, -1.633], [2.396, 0.077, 0.778], [0.531, 0.364, 1.255], [-0.663, -1.567, 0.642], [-0.713, -1.798, -1.197], [-2.439, -1.432, 1.180], [-0.037, 2.128, 0.269], [0.779, 2.441, -0.780], [0.071, 3.203, 1.147], [-1.461, 2.249, -0.266], [-1.576, 3.325, -1.100], [-1.811, 1.176, -0.991], [-2.531, 2.456, 0.850], [-2.184, 1.835, 2.012], [-2.719, 3.771, 1.107], [-3.728, 1.939, 0.445], [2.508, -2.565, 0.802], [3.085, -2.722, -0.865], [4.151, -2.144, 0.411], [3.294, 0.668, -1.722], [3.040, -0.978, -2.317], [1.663, 0.035, -1.922], [0.440, 0.488, 2.836], [-0.813, -0.889, -1.782], [0.197, -2.289, -1.517], [-1.527, -2.477, -1.427], [-3.140, -1.530, 0.358], [-2.635, -2.236, 1.877], [-2.663, -0.501, 1.688]],
  "mulliken_charge": [-1.214, 0.398, -1.103, -0.228, 0.260, 0.023, -1.157, -0.975, 0.527, -0.298, -0.341, 0.511, -0.340, -0.277, 0.598, -0.241, -0.270, -0.267, 0.286, 0.361, 0.344, 0.317, 0.391, 0.165, -0.359, 0.277, 0.306, 0.430, 0.289, 0.402, 0.185],
  "homo_energy_ev": -3.8,
  "total_charge": -1,
  "e_tot_ev": -90685.0696
}

Entry 6:
{
  "formula": "C3H9NS",
  "method": "the ωB97M-V functional and the def2-TZVPD basis",
  "species": ["C", "C", "C", "S", "N", "H", "H", "H", "H", "H", "H", "H", "H", "H"],
  "xyz": [[-0.067, -0.850, -1.362], [0.172, 0.244, -0.291], [0.629, -0.379, 1.015], [1.304, 0.827, 2.197], [-0.965, 1.091, -0.016], [0.247, -1.832, -0.993], [0.503, -0.703, -2.281], [-1.113, -0.962, -1.648], [0.980, 0.877, -0.654], [-0.221, -0.875, 1.502], [1.363, -1.162, 0.845], [0.199, 1.578, 2.213], [-1.276, 1.607, -0.828], [-1.755, 0.540, 0.302]],
  "mulliken_charge": [-1.241, 0.402, -0.909, -0.241, -0.628, 0.303, 0.285, 0.334, 0.355, 0.355, 0.383, 0.137, 0.237, 0.228],
  "homo_energy_ev": -8.8,
  "e_tot_ev": -15582.1890,
  "de_lowest_kj_mol": 13.7
}